# 1
C3H6N2O2 | the ωB97M-V functional and the def2-TZVPD basis

Structure (XYZ):
```
13
Properties=species:S:1:pos:R:3:mulliken_charge:R:1
N 0.750 -0.851 -1.428 -0.49
C 1.195 -0.413 -0.200 0.55
O 2.554 -0.322 -0.199 -0.50
C 0.434 -0.059 0.849 -0.38
O -0.927 -0.405 0.896 -0.37
C -1.854 0.507 0.520 0.11
N -1.581 1.610 -0.027 -0.57
H 1.287 -1.599 -1.844 0.25
H -0.248 -0.956 -1.526 0.20
H 0.817 0.494 1.704 0.29
H 2.855 -0.241 0.713 0.31
H -2.847 0.106 0.766 0.37
H -2.435 2.128 -0.223 0.24
```

The HOMO-LUMO gap comes out at 9.0 eV. The multiplicity is 1. The lowest unoccupied orbital energy is 0.031 hartree. The calculation puts the energy relative to the best compared isomer or geometry (same formula, charge and spin) at 57.7 kcal per mole.

---

# 2
C3H6N2O2 | the ωB97M-V functional and the def2-TZVPD basis

Structure (XYZ):
```
13
Properties=species:S:1:pos:R:3:mulliken_charge:R:1
N 0.128 -0.504 1.986 -0.69
C 0.167 -0.668 -0.227 0.25
O 0.521 -1.800 -0.449 -0.55
C -0.790 -0.274 0.840 -0.18
O -1.338 0.986 -1.507 -0.50
C -0.141 1.102 -1.652 0.02
N 0.782 0.456 -0.851 -0.17
H 0.593 -1.408 1.912 0.30
H 0.862 0.204 1.977 0.29
H -1.093 0.776 0.839 0.28
H -1.704 -0.883 0.814 0.27
H 0.299 1.698 -2.459 0.37
H 1.714 0.313 -1.222 0.31
```

The HOMO-LUMO gap comes out at 10.2 eV. The multiplicity is 1. The lowest unoccupied orbital energy is 0.025 hartree. The calculation puts the energy relative to the best compared isomer or geometry (same formula, charge and spin) at 38.5 kcal per mole.

---

# 3
C3H6N2O2 | the ωB97M-V functional and the def2-TZVPD basis

Structure (XYZ):
```
13
Properties=species:S:1:pos:R:3:mulliken_charge:R:1
C 1.521 0.319 0.553 -0.57
C -1.053 0.569 0.191 0.72
C -1.504 -0.765 0.047 -0.19
H 1.474 -0.611 1.235 0.24
H 1.770 -0.066 -0.592 0.15
H 2.236 1.064 1.145 0.31
H -0.036 2.067 0.587 0.27
H -2.364 -1.463 0.505 0.31
H 0.591 -1.375 -1.913 0.42
N 0.160 1.065 0.467 -0.22
N -0.755 -1.495 -0.768 -0.38
O -2.030 1.381 0.058 -0.69
O -0.010 -0.691 -1.514 -0.37
```

The HOMO-LUMO gap comes out at 9.6 eV. The multiplicity is 1. The lowest unoccupied orbital energy is 0.019 hartree. The calculation puts the energy relative to the best compared isomer or geometry (same formula, charge and spin) at 123.4 kcal per mole.

---

# 4
C3H6N2O2 | the ωB97M-V functional and the def2-TZVPD basis

Structure (XYZ):
```
13
Properties=species:S:1:pos:R:3:mulliken_charge:R:1
C -0.832 0.320 0.353 -0.29
C 2.061 -0.567 0.785 -0.59
C -0.485 -0.972 -0.099 0.60
O 0.722 -0.660 1.212 -0.49
N -2.194 0.582 -0.868 -0.14
N -1.879 1.515 -1.577 -0.39
O -0.442 -1.799 -0.908 -0.32
H -2.642 1.751 -2.248 0.24
H -1.419 0.336 1.265 0.28
H -0.199 1.153 0.043 0.36
H 2.696 -1.047 1.536 0.22
H 2.217 -1.086 -0.173 0.28
H 2.395 0.474 0.678 0.23
```

The HOMO-LUMO gap comes out at 8.7 eV. The multiplicity is 1. The lowest unoccupied orbital energy is 0.016 hartree. The calculation puts the energy relative to the best compared isomer or geometry (same formula, charge and spin) at 148.0 kcal per mole.

---

# 5
C3H6N2O2 | the ωB97M-V functional and the def2-TZVPD basis

Structure (XYZ):
```
13
Properties=species:S:1:pos:R:3:mulliken_charge:R:1
N -2.613 -0.490 0.608 -0.61
C -1.682 0.178 0.109 0.58
O -1.373 1.396 -0.384 -0.43
C -0.338 0.343 -0.349 -0.09
O 0.645 0.544 0.596 -0.29
C 1.924 0.669 0.150 0.11
N 2.252 0.552 -1.060 -0.58
H -3.468 0.060 0.692 0.25
H -0.954 -2.347 0.649 -0.08
H 0.018 0.031 -1.325 0.43
H -0.237 -2.461 0.485 0.07
H 2.571 0.862 1.007 0.38
H 3.255 0.664 -1.178 0.25
```

The HOMO-LUMO gap comes out at 11.4 eV. The multiplicity is 1. The lowest unoccupied orbital energy is 0.032 hartree. The calculation puts the energy relative to the best compared isomer or geometry (same formula, charge and spin) at 101.7 kcal per mole.

---

# 6
C3H6N2O2 | the ωB97M-V functional and the def2-TZVPD basis

Structure (XYZ):
```
13
Properties=species:S:1:pos:R:3:mulliken_charge:R:1
N -1.366 -0.155 -1.021 -0.50
C -1.035 0.066 0.310 0.47
O -1.520 0.961 0.957 -0.56
C 0.091 -0.841 0.854 -0.40
O 1.271 -0.131 1.158 -0.31
C 1.701 0.736 0.193 0.12
N 1.160 1.101 -0.876 -0.69
H -2.128 0.417 -1.367 0.21
H -1.223 -1.053 -1.470 0.22
H 0.331 -1.637 0.132 0.32
H -0.224 -1.280 1.804 0.24
H 2.662 1.133 0.521 0.36
H 0.280 0.684 -1.196 0.52
```

The HOMO-LUMO gap comes out at 10.5 eV. The multiplicity is 1. The lowest unoccupied orbital energy is 0.023 hartree. The calculation puts the energy relative to the best compared isomer or geometry (same formula, charge and spin) at 44.8 kcal per mole.

---

# 7
C3H6N2O2 | the ωB97M-V functional and the def2-TZVPD basis

Structure (XYZ):
```
13
Properties=species:S:1:pos:R:3:mulliken_charge:R:1
N -1.765 -0.062 -0.715 -0.37
C -1.317 0.081 0.557 0.55
O -1.792 0.900 1.319 -0.61
C -0.139 -0.813 0.966 -0.44
O 1.008 0.014 1.075 -0.37
C 1.530 0.554 -0.048 0.18
N 1.853 -0.087 -1.086 -0.63
H -2.533 0.525 -1.015 0.24
H -1.330 -0.725 -1.334 0.22
H 0.009 -1.666 0.293 0.33
H -0.324 -1.164 1.984 0.23
H 1.620 1.633 0.093 0.41
H 2.278 0.560 -1.753 0.25
```

The HOMO-LUMO gap comes out at 10.7 eV. The multiplicity is 1. The lowest unoccupied orbital energy is 0.032 hartree. The calculation puts the energy relative to the best compared isomer or geometry (same formula, charge and spin) at 39.6 kcal per mole.

---

# 8
C3H6N2O2 | the ωB97M-V functional and the def2-TZVPD basis

Structure (XYZ):
```
13
Properties=species:S:1:pos:R:3:mulliken_charge:R:1
C 1.417 -1.042 0.177 -1.05
C 0.852 0.323 -0.123 0.66
C -1.355 -0.366 -0.158 0.07
H 2.446 -0.907 -0.134 0.31
H 0.986 -1.738 -0.749 0.31
H 1.271 -1.520 1.310 0.27
H 0.207 2.170 0.199 0.36
H -1.015 -1.345 -0.195 0.37
H -2.805 0.789 0.113 0.28
N -0.364 0.523 -0.179 0.21
N -2.589 -0.152 -0.165 -0.64
O 1.666 1.335 -0.330 -0.73
O -0.719 1.928 0.234 -0.41
```

The HOMO-LUMO gap comes out at 10.4 eV. The multiplicity is 1. The lowest unoccupied orbital energy is 0.009 hartree. The calculation puts the energy relative to the best compared isomer or geometry (same formula, charge and spin) at 115.9 kcal per mole.

---

# 9
C3H6N2O2 | the ωB97M-V functional and the def2-TZVPD basis

Structure (XYZ):
```
13
Properties=species:S:1:pos:R:3:mulliken_charge:R:1
C -1.186 1.077 -0.255 -0.14
C 1.264 0.308 -0.117 0.71
C 0.671 -0.708 -0.787 -0.38
N -2.041 0.630 0.521 -0.44
N 0.311 -1.884 -0.128 -0.47
O 1.624 -0.019 1.173 -0.55
O 1.796 1.318 -0.631 -0.58
H -1.222 1.859 -1.011 0.36
H 0.205 -0.541 -1.800 0.36
H -2.982 0.836 0.816 0.22
H -0.654 -2.008 -0.345 0.28
H 0.551 -1.681 0.829 0.28
H 1.661 0.811 1.735 0.35
```

The HOMO-LUMO gap (alpha / beta) comes out at 7.9 / 8.9 eV. The expectation value of S² is 2.015. The multiplicity is 3. The lowest unoccupied orbital energy (alpha / beta) is 0.032 / -0.041 hartree. The calculation puts the energy relative to the best compared isomer or geometry (same formula, charge and spin) at 20.5 kcal per mole.

---

# 10
C3H6N2O2 | the ωB97M-V functional and the def2-TZVPD basis

Structure (XYZ):
```
13
Properties=species:S:1:pos:R:3:mulliken_charge:R:1
C -1.645 -1.308 -0.317 -0.91
C -0.411 -0.973 0.125 0.57
C -0.191 1.420 0.178 -0.79
N 0.171 0.082 0.481 -0.35
N 2.181 0.053 -0.134 0.80
O 2.594 -1.045 -0.122 -0.48
O 2.536 1.170 -0.353 -0.49
H -2.091 -2.314 -0.196 0.29
H -2.564 -0.687 -0.263 0.27
H 0.260 -1.933 0.300 0.22
H 0.092 2.243 0.915 0.27
H 0.347 1.785 -0.615 0.31
H -1.279 1.509 0.000 0.29
```

The HOMO-LUMO gap (alpha / beta) comes out at 8.4 / 7.8 eV. The expectation value of S² is 2.030. The multiplicity is 3. The lowest unoccupied orbital energy (alpha / beta) is 0.034 / -0.067 hartree. The calculation puts the energy relative to the best compared isomer or geometry (same formula, charge and spin) at 86.8 kcal per mole.

---

> Look up the energy relative to the best compared isomer or geometry (same formula, charge and spin) of the fifth one.

101.7 kcal per mole

---

> Among the records above, which one has the lowest energy relative to the best compared isomer or geometry (same formula, charge and spin)?

number 9